{"formula": "C78H178N6O14", "method": "ωB97M-V with the def2-TZVPD basis set", "orbital_gap_ha": 0.330, "max_force_ev_per_a": 3.5, "e_tot_ev": -121369.99883, "multiplicity": 1, "total_charge": 0, "symbols": ["H", "H", "H", "C", "H", "H", "C", "N", "H", "H", "C", "H", "H", "H", "H", "H", "H", "H", "H", "H", "H", "H", "H", "H", "N", "C", "H", "C", "C", "O", "C", "C", "H", "H", "H", "O", "C", "O", "H", "H", "H", "H", "C", "H", "H", "H", "H", "H", "C", "C", "O", "C", "H", "H", "C", "H", "H", "H", "H", "H", "H", "C", "H", "H", "C", "C", "H", "H", "H", "H", "H", "H", "C", "H", "H", "C", "H", "H", "C", "H", "H", "H", "H", "H", "H", "O", "C", "H", "C", "O", "C", "H", "C", "H", "H", "H", "H", "C", "O", "H", "H", "H", "H", "H", "H", "H", "H", "H", "O", "C", "C", "H", "H", "O", "H", "N", "C", "N", "H", "H", "H", "H", "H", "C", "H", "H", "N", "C", "H", "C", "C", "H", "H", "C", "C", "H", "C", "H", "H", "H", "H", "H", "H", "H", "H", "C", "H", "H", "H", "C", "C", "C", "C", "C", "C", "H", "C", "H", "C", "H", "H", "C", "H", "H", "C", "H", "H", "C", "C", "H", "H", "C", "C", "H", "C", "H", "O", "C", "H", "H", "H", "C", "H", "N", "H", "O", "C", "C", "C", "C", "H", "H", "H", "H", "H", "H", "H", "H", "C", "C", "O", "C", "H", "H", "H", "H", "H", "C", "C", "C", "H", "C", "H", "C", "H", "C", "H", "H", "H", "C", "H", "H", "H", "H", "H", "C", "C", "H", "H", "H", "H", "C", "H", "C", "H", "H", "H", "C", "O", "H", "H", "H", "C", "C", "H", "H", "H", "H", "C", "H", "H", "H", "H", "H", "H", "C", "H", "H", "H", "H", "H", "H", "O", "H", "H", "H", "C", "C", "H", "H", "H", "H", "H", "H", "H", "H"], "coordinates": [[-4.380, -4.827, -4.446], [1.957, 6.976, 5.101], [3.309, -5.949, 6.077], [-4.109, -7.719, -0.165], [3.833, -2.785, -6.659], [1.842, 6.216, 1.371], [1.732, 5.399, 2.085], [4.235, -0.024, -4.812], [2.845, -1.274, -6.544], [-6.426, 4.537, 4.412], [-3.339, -2.080, 4.396], [-0.101, 0.257, 1.849], [-1.463, 4.639, 5.163], [-5.019, -2.715, 1.173], [-5.323, -0.446, -5.030], [-3.837, -3.039, -2.595], [2.754, 7.063, -4.552], [1.271, 2.162, 4.940], [5.514, 2.879, 2.412], [6.974, 2.308, 3.887], [-1.912, -5.595, 4.820], [3.816, 1.130, 0.589], [-3.581, 2.143, -1.105], [6.662, 1.147, -4.090], [0.631, 6.108, -2.960], [-0.616, -1.218, 0.304], [-0.066, 4.571, 1.052], [3.999, -0.300, 3.163], [-1.608, -1.007, 5.851], [2.309, 4.915, 5.668], [1.102, -4.649, -2.902], [-0.803, 4.002, -4.153], [2.189, 0.574, 2.449], [5.881, 2.200, 0.890], [-4.406, -5.260, -1.291], [0.229, -6.479, 6.186], [0.125, 3.646, 2.996], [-2.839, -0.998, 1.083], [-0.617, 5.977, 4.384], [0.305, -3.169, 0.357], [-3.260, -8.074, -0.725], [0.962, 1.039, -1.872], [-0.332, -7.781, 3.707], [2.426, 4.643, 1.605], [-0.417, 2.371, 5.293], [-1.577, 7.880, -3.417], [-2.320, -1.578, -3.896], [6.652, -0.330, -3.133], [3.829, 1.694, 1.513], [1.708, -4.889, 5.164], [4.666, 0.909, -5.839], [-2.131, 0.864, -0.275], [-0.421, -5.754, 6.353], [-0.944, 2.911, -4.141], [-5.971, -0.769, 1.036], [3.641, 0.009, 5.291], [3.858, -1.674, 4.845], [4.309, -1.148, 1.277], [0.896, -1.190, 1.944], [1.134, -0.541, -5.132], [-6.413, -0.056, 0.366], [4.224, -1.776, -2.583], [-2.028, -3.337, -4.283], [-1.229, 2.212, -1.569], [-0.687, 6.295, -0.949], [-5.722, 1.391, -5.106], [-0.791, -1.503, 5.251], [-0.489, -1.049, -5.333], [-7.106, -2.374, -1.002], [-0.821, 1.713, 1.179], [-4.226, -1.916, 3.762], [-1.116, -8.128, 4.401], [3.988, 1.960, -3.453], [-5.050, -3.474, -5.378], [-0.903, 3.279, 2.981], [-2.695, -2.499, -4.356], [-0.466, -6.210, -2.871], [-4.261, 4.102, 3.270], [6.159, 0.637, -3.280], [-3.753, 0.381, -1.578], [0.289, -0.036, -7.453], [-1.847, -1.688, 6.698], [-3.038, 3.220, 4.903], [3.047, 1.558, 3.509], [-5.026, -1.476, -2.626], [-4.789, -1.577, -3.563], [2.287, 5.770, 3.459], [1.614, -6.021, -0.640], [-3.999, -2.797, -3.661], [1.410, -7.037, -3.031], [0.783, -5.929, 2.548], [-6.226, 0.918, -3.059], [0.402, -0.777, -0.743], [2.335, -0.986, 4.582], [0.946, -3.783, 2.669], [-5.121, 4.748, 5.547], [-2.787, -0.344, 1.781], [0.123, -0.105, -5.297], [1.052, 1.702, -6.563], [-1.523, 2.066, -6.155], [2.893, -1.862, 2.140], [-5.963, 3.335, 5.668], [-4.866, 1.998, 2.207], [3.554, -2.406, -1.998], [-0.060, 5.398, 5.928], [1.265, -4.637, -3.993], [4.272, 0.186, -1.509], [0.503, 8.095, -3.145], [-3.704, 2.589, 4.568], [6.813, -0.097, 1.388], [0.582, 4.361, -4.660], [-5.621, -5.795, 0.960], [-2.921, -6.439, 1.026], [-4.788, -5.991, 1.397], [1.964, 1.379, -6.635], [-1.946, -0.599, 0.004], [-3.833, -6.383, 0.472], [0.929, -6.127, 4.951], [7.347, 0.404, 0.584], [-0.792, 6.803, -5.476], [5.654, 0.838, -5.900], [3.219, -5.463, 3.778], [0.532, -8.420, 3.947], [3.970, -2.272, -4.022], [-2.674, -5.534, -1.225], [0.738, -3.405, 6.399], [5.424, 0.146, 3.465], [2.506, -4.646, 3.798], [2.157, -7.238, -2.478], [-1.869, 6.833, -3.121], [-0.821, 5.973, -2.473], [-3.448, -4.313, -0.136], [-2.878, -2.268, -5.415], [0.505, 4.097, 4.391], [-1.239, 1.337, -6.939], [3.232, -4.261, 6.543], [-4.727, 3.343, 3.922], [6.458, -0.877, -5.916], [2.887, -2.324, -4.174], [2.079, -4.781, -2.439], [0.200, -1.412, -1.641], [1.378, -6.811, 2.270], [0.509, -3.855, -2.439], [1.410, -1.021, -0.431], [4.591, -2.326, 2.549], [-3.534, -5.311, -0.588], [-6.156, 2.114, -5.788], [4.157, 6.060, 4.450], [5.982, -0.656, 0.866], [-1.102, 1.190, -1.356], [3.225, 0.921, 2.644], [-1.021, 4.477, -2.697], [0.280, 0.692, -1.037], [3.406, -0.721, 4.500], [-3.526, 1.082, -0.797], [2.886, 4.178, 5.973], [-5.491, 2.448, 2.972], [-1.461, 5.813, -0.341], [0.598, -6.196, -1.004], [0.729, 2.784, 2.708], [-7.594, -2.730, 0.620], [4.580, -1.405, -5.169], [-5.873, -3.886, -3.972], [0.657, 4.098, -5.718], [-4.326, 1.972, -4.636], [-2.702, 6.914, -2.450], [-0.305, 3.972, -2.052], [-0.039, -6.287, 3.782], [0.552, -6.002, -2.501], [0.286, 5.881, -0.772], [3.887, 2.367, -2.435], [6.064, -1.696, -5.368], [1.745, 7.027, 4.039], [-2.839, 0.928, 3.964], [5.358, 1.991, 1.815], [-1.998, 4.246, -2.332], [-4.696, -1.866, -0.670], [-6.709, 1.187, -3.969], [-4.417, 3.015, -4.210], [4.421, -3.267, -4.173], [1.056, -2.860, 4.765], [-0.466, 5.109, 4.984], [-0.732, 7.363, -0.788], [1.967, 4.544, 4.311], [1.340, 3.702, -4.117], [-2.494, 0.050, 3.861], [3.814, 5.793, 3.462], [0.897, 5.822, -4.391], [2.374, 6.029, -4.641], [-0.737, -2.769, 0.237], [-0.239, -3.915, 4.989], [-6.205, 3.017, 2.448], [0.147, -7.081, -0.558], [0.639, 7.080, 3.829], [4.446, -1.229, -7.342], [-2.048, 0.633, -6.999], [5.254, -2.045, -2.278], [-1.496, -4.450, 3.629], [-4.839, -3.850, -4.377], [-0.094, -0.850, 1.715], [-5.506, 0.132, -5.765], [-1.866, 1.802, 0.826], [-1.393, -3.204, 1.013], [-7.158, 2.142, -3.714], [3.333, 2.602, 1.221], [-0.858, -1.229, 2.382], [1.935, -5.367, 7.116], [1.638, -4.672, 2.579], [0.294, 4.808, 2.061], [2.614, -5.179, 6.315], [8.113, 1.851, 2.462], [3.935, -0.310, -2.430], [-6.555, -3.835, -0.241], [3.913, -1.497, 2.244], [-2.129, 2.838, 0.471], [0.769, -3.728, 5.331], [6.208, -1.023, 4.767], [7.870, 0.759, 3.820], [-4.386, -8.483, 0.556], [-5.540, -2.083, 0.451], [-2.230, 6.446, -4.099], [-1.104, -3.120, -0.733], [0.589, 7.796, -5.119], [7.507, -0.844, 1.745], [-1.184, -0.082, 6.195], [0.060, 0.680, -6.633], [0.272, 6.806, -5.428], [-5.975, 1.679, 3.582], [-3.702, 1.385, -3.950], [-3.524, -2.872, 5.128], [-5.033, -7.637, -0.822], [-5.588, 4.049, 4.918], [0.001, -5.832, 1.810], [0.544, 2.909, 5.319], [4.187, 6.597, 2.829], [-7.466, 0.423, -4.172], [0.792, 3.261, 6.339], [4.605, 0.563, -3.539], [6.193, -1.062, 3.822], [4.625, 2.625, -4.053], [2.979, 1.968, -3.904], [2.649, 5.640, -5.639], [7.384, 1.516, 3.197], [-1.361, -5.511, 3.860], [6.321, -2.534, -6.001], [0.728, 6.565, -6.417], [6.320, 1.216, -2.395], [2.268, -4.540, 1.696], [3.890, -1.723, -6.502], [4.264, 4.866, 3.156], [-0.156, 0.592, -4.498], [2.893, -0.136, -2.591], [-0.449, 5.565, 2.373], [-2.546, -2.449, 3.701], [-0.523, -7.946, 2.645], [6.224, 0.861, 2.389], [-1.074, 1.883, -7.879], [-2.074, -6.041, 3.198], [2.178, 7.937, 3.704], [-3.648, -0.404, 5.607], [-6.715, -1.003, 1.814], [-2.507, 1.591, 1.658], [1.089, 7.445, -2.664], [-0.011, -5.344, -0.600], [-4.117, 0.806, 0.083], [0.702, 1.332, -0.183], [-6.753, -2.791, -0.062], [-2.850, -0.762, 4.992], [-3.853, -1.506, -0.306], [-1.602, 4.446, -4.796], [2.967, -3.658, 3.917], [-1.436, 0.631, -2.235], [6.690, -1.882, -4.478], [-3.761, 2.005, -5.577], [2.919, 5.500, -3.918], [-5.180, -0.188, 1.492]], "mulliken_charge": [0.37, 0.42, 0.40, -1.63, 0.48, 0.65, -1.25, 1.35, 0.03, 0.38, -0.76, -0.76, -0.01, -0.21, 0.28, -0.60, 0.36, 0.11, -0.10, 0.36, 0.37, -0.68, 0.52, 0.36, 0.07, 1.92, -0.38, 3.47, -0.90, -0.60, -0.73, -0.07, -0.50, 0.37, 0.37, -0.53, 0.60, 2.35, 0.31, 0.26, 0.35, 0.10, -2.10, -0.19, -0.03, 0.22, -0.29, 0.32, 1.27, 2.28, -0.61, 2.91, 0.41, -0.54, -1.03, 0.45, 0.70, -1.16, 0.11, -0.70, 0.26, -0.56, 0.58, -0.58, -1.95, 0.15, -0.28, 0.21, 0.26, -1.18, 0.20, 0.35, -1.72, 0.47, -0.24, -1.12, 0.44, 0.17, -1.81, -0.20, 0.35, 0.46, -0.06, -0.19, -0.09, -0.07, 2.10, 0.49, 2.06, -0.64, -1.61, -0.07, -0.36, -0.09, -1.01, 0.47, -1.14, 0.85, -0.49, -0.40, -0.70, 0.33, 0.04, 0.32, 0.52, 0.42, -0.52, 0.37, -0.48, -1.19, -0.46, 0.34, -0.28, -0.58, 0.26, 0.13, 1.05, -0.12, 0.50, 0.30, 0.28, 0.65, 0.45, -1.24, 0.21, 0.36, -0.15, -1.74, 0.38, -1.66, 2.33, -0.38, 0.43, 1.88, -0.78, 0.31, 0.98, 0.35, -0.08, 0.28, 0.02, 0.45, -0.01, 0.18, 0.37, -0.21, 0.44, 0.46, 0.07, 0.62, -0.23, -1.32, 0.98, -2.55, -1.01, 0.32, -1.31, 0.42, -0.88, -0.79, 0.46, 1.48, 0.35, 0.74, -0.12, 0.50, -0.24, 2.71, 0.17, 0.39, 0.34, -1.75, -1.64, -0.44, -1.51, 0.75, 0.34, -1.09, 0.38, 0.46, -1.13, -1.59, 0.40, 0.77, -0.73, 0.58, -1.93, 1.87, -2.01, -1.09, 0.08, 0.61, 0.50, 0.16, 0.34, 0.45, 0.53, 0.13, -1.88, 0.37, -0.64, -0.33, -0.02, 0.48, 0.02, -0.81, 0.52, 1.01, 0.12, -1.94, 0.42, 0.14, 0.35, 0.78, 0.43, -0.20, 0.36, 0.38, 0.43, 1.74, 0.31, 0.01, 0.43, 0.33, 0.34, 0.30, -1.82, 0.37, -0.28, 0.58, 0.33, -1.65, -0.11, -1.67, 0.43, 0.34, 0.68, 1.58, -0.50, 0.59, -0.06, 0.39, -2.03, -1.80, 0.51, 0.44, 0.45, 1.08, -1.62, 0.14, -0.42, -0.38, 0.30, -0.49, 0.35, 1.75, 0.44, 0.31, 0.46, 0.60, 0.55, -0.79, -0.50, -0.35, -0.77, -1.11, -1.91, 0.36, -0.30, 0.35, -0.07, -0.82, 0.32, 0.04, 0.50, -0.50]}